Entry from the Open Molecules 2025 dataset: a structure of composition C27H23F10N3ORh at a distorted geometry (wB97M-V/def2-TZVPD).

Computed properties:
Electronic energy = -2391.0023 Eh
HOMO-LUMO gap (alpha / beta) = 0.2845 / 0.1898 hartree
E_HOMO (alpha / beta) = -10.7 / -10.5 eV
LUMO level (alpha / beta) = -2.97 / -5.33 eV

Structure (ORCA input):
```
! RIJCOSX wB97M-V def2-TZVPD def2/J DEFGRID3
* xyz 1 5
Rh -0.31722 -0.16947 -1.19946
C 1.18951 0.05730 -4.01749
N 1.51992 -0.14306 -2.60648
C 2.28344 0.98285 -2.07187
C 1.39650 2.24118 -1.96174
N 0.02005 1.86355 -1.69825
C -1.00291 2.69548 -2.03300
C -2.28042 2.14990 -2.26806
F -2.38791 0.80352 -2.25591
C -3.39992 2.89742 -2.54640
F -4.56255 2.29881 -2.77452
C -3.29705 4.28032 -2.60092
F -4.36216 5.02378 -2.84861
C -2.05873 4.87035 -2.39225
F -1.94904 6.19139 -2.42809
C -0.94208 4.10024 -2.13095
F 0.21215 4.72968 -1.88905
C 2.10648 -1.45341 -2.34566
C 1.08347 -2.57425 -2.54448
N -0.16755 -2.26588 -1.87321
C -1.18056 -3.14624 -1.88860
C -2.36741 -2.90480 -1.12293
F -2.44766 -1.81549 -0.36433
C -3.42815 -3.77031 -1.07413
F -4.48628 -3.48085 -0.33683
C -3.38188 -4.96552 -1.78807
F -4.38635 -5.80365 -1.74195
C -2.24757 -5.26816 -2.53139
F -2.18749 -6.40719 -3.19803
C -1.18481 -4.39606 -2.57664
F -0.14036 -4.75734 -3.30864
H 2.09851 0.09573 -4.63049
H 0.64821 0.99351 -4.13798
H 0.55465 -0.74950 -4.37711
H 3.14710 1.21209 -2.70844
H 2.65795 0.70225 -1.08673
H 1.46344 2.83025 -2.88017
H 1.79044 2.86815 -1.15678
H 2.44544 -1.46794 -1.30846
H 2.97472 -1.64319 -2.98981
H 1.51218 -3.49119 -2.13132
H 0.91899 -2.76261 -3.60807
C 1.07715 0.58953 7.41685
C 1.03787 0.50907 5.92260
C -0.07774 0.03189 5.24694
C -0.11817 -0.06283 3.86636
C -1.36898 -0.56456 3.21030
C 1.02845 0.33217 3.12538
C 1.10815 0.19507 1.69542
O 0.23650 -0.25066 0.94750
C 2.16309 0.85229 3.80288
C 3.39701 1.32003 3.07244
C 2.14183 0.92795 5.17850
H 0.15741 0.22277 7.86692
H 1.23688 1.62045 7.73709
H 1.91404 0.00349 7.80004
H -0.94855 -0.27286 5.81581
H -2.14213 -0.74634 3.95508
H -1.18547 -1.49074 2.66573
H -1.74152 0.15853 2.48492
H 2.05590 0.52325 1.24605
H 3.15956 2.05487 2.30292
H 3.91863 0.48358 2.60287
H 4.08778 1.78417 3.77239
H 3.00525 1.32719 5.69832
*
```

Entry from the Open Molecules 2025 dataset: the ion C2H4BrO2S with charge -1 at a distorted geometry (wB97M-V/def2-TZVPD).

Computed properties:
Electronic energy = -3201.3141 Eh
HOMO-LUMO gap = 0.2559 hartree
E_HOMO = -3.6 eV
Energy relative to the best compared isomer or geometry (same formula, charge and spin) = 12.7 kJ/mol
LUMO level = 3.41 eV

Structure (ORCA input):
```
! RIJCOSX wB97M-V def2-TZVPD def2/J DEFGRID3
* xyz -1 1
C -0.11751 -0.32960 1.14582
C 0.45786 0.57950 -0.07181
O 0.60992 -1.51511 -1.59527
O -1.43356 -0.10467 -1.99665
S 0.05215 -0.16652 -1.91190
Br -0.26309 2.36162 0.16895
H -0.34862 0.31503 2.09052
H 0.55933 -1.20696 1.44632
H -1.10776 -0.75389 0.74460
H 1.59128 0.82061 -0.02058
*
```

Entry from the Open Molecules 2025 dataset: a cluster of 3 separate species, C25H58BBr2ClN7O7P3S in total at a distorted geometry (wB97M-V/def2-TZVPD).

Computed properties:
Electronic energy = -8952.6743 Eh
HOMO-LUMO gap = 0.3051 hartree
E_HOMO = -8.1 eV
LUMO level = 0.18 eV
SMILES = COB(O)[C@]1(Br)NC(=O)[C@](Cl)(C[C@@H](C)Br)[C@]1(CCCOC(C)=O)[PH2]=S.CN(C)P(=O)(N(C)C)N(C)C.CN(C)P(=O)(N(C)C)N(C)C

Structure (ORCA input):
```
! RIJCOSX wB97M-V def2-TZVPD def2/J DEFGRID3
* xyz 0 1
C 7.90080 3.80093 1.66267
O 6.63280 3.24889 1.28378
B 6.47304 3.05225 -0.06850
O 6.99491 1.93885 -0.66686
C 5.65090 4.17468 -0.95801
Br 6.71397 4.22860 -2.59137
N 5.78736 5.41013 -0.15217
C 4.61863 5.77334 0.47776
O 4.48886 6.79165 1.10454
C 3.54986 4.66081 0.23317
Cl 1.98805 5.46141 0.05167
C 3.68570 3.72215 1.46529
C 2.58830 3.71863 2.52089
C 2.33525 5.05486 3.23635
Br 0.94874 2.85937 1.89683
C 4.12393 4.12042 -1.11847
C 3.63536 4.91411 -2.38119
C 4.11959 6.34559 -2.64391
C 3.27201 7.48456 -2.08741
O 3.85322 8.73395 -2.55571
C 4.47156 9.41872 -1.54840
C 5.95435 9.21719 -1.39579
O 3.86684 10.13428 -0.81629
P 3.24686 2.48561 -1.41595
S 4.11103 0.82543 -0.90236
H 7.73161 4.77814 2.11362
H 8.56185 3.94691 0.80459
H 8.38004 3.15499 2.39499
H 7.93437 1.85409 -0.45862
H 6.31023 6.17702 -0.55138
H 4.60025 4.00173 1.98586
H 3.84617 2.68543 1.16329
H 2.93412 3.02463 3.28153
H 1.28637 5.32767 3.15091
H 2.93459 5.86842 2.83535
H 2.53441 4.94718 4.30134
H 2.54985 4.85279 -2.45802
H 4.00590 4.31240 -3.21175
H 5.15417 6.52705 -2.37506
H 4.08505 6.48415 -3.72713
H 3.23768 7.52944 -1.00363
H 2.26456 7.44654 -2.49642
H 6.33863 8.37871 -1.97069
H 6.44850 10.13475 -1.71432
H 6.18199 9.08120 -0.34056
H 2.03848 2.68526 -0.73283
H 2.89285 2.48847 -2.77067
O -0.74546 0.10168 1.28732
P -1.89722 -0.82591 1.13364
N -2.85927 -0.54384 2.52604
C -2.71942 -1.23075 3.79165
C -3.30864 0.83240 2.64904
N -1.13517 -2.34264 1.05859
C -1.66351 -3.51179 1.71201
C 0.32410 -2.35988 0.98211
N -3.18741 -1.43192 0.14509
C -3.23411 -0.83897 -1.20008
C -4.53323 -1.60176 0.66553
H -3.67772 -1.20331 4.32059
H -1.95128 -0.79288 4.44367
H -2.49162 -2.28268 3.65587
H -4.00579 1.08658 1.84060
H -2.48003 1.54894 2.61479
H -3.84083 0.97336 3.58921
H -1.40931 -3.56047 2.77727
H -1.26327 -4.41588 1.24147
H -2.74661 -3.56523 1.59270
H 0.79862 -2.20510 1.95918
H 0.68551 -1.59375 0.30467
H 0.64648 -3.32668 0.58857
H -3.58337 0.20007 -1.18594
H -3.89380 -1.41754 -1.84678
H -2.23612 -0.85429 -1.64684
H -5.06172 -0.66492 0.88129
H -4.54596 -2.21395 1.56340
H -5.11153 -2.15122 -0.08120
O -5.18965 -4.77775 -0.97614
P -4.95336 -6.24532 -0.70911
N -3.96527 -6.60463 -2.08195
C -4.45946 -6.93282 -3.40066
C -2.69956 -5.89321 -2.08351
N -6.56760 -6.77908 -0.78085
C -7.04737 -7.86908 -1.60257
C -7.60169 -5.75753 -0.63796
N -4.43148 -7.70506 0.12355
C -3.97928 -7.44710 1.50258
C -3.56564 -8.69719 -0.49812
H -3.70518 -7.52845 -3.92579
H -4.69227 -6.05128 -4.01387
H -5.34578 -7.55857 -3.35424
H -2.06326 -6.23189 -1.25398
H -2.82626 -4.80901 -1.98443
H -2.15568 -6.08970 -3.00706
H -7.22739 -7.55225 -2.63646
H -7.99400 -8.24463 -1.20577
H -6.35995 -8.71581 -1.59854
H -7.76779 -5.20082 -1.56810
H -7.34373 -5.04859 0.14164
H -8.53780 -6.23897 -0.34722
H -3.01078 -6.93532 1.53336
H -3.89331 -8.37959 2.06093
H -4.70998 -6.81944 2.02086
H -2.54181 -8.35169 -0.67617
H -3.98078 -9.05366 -1.43637
H -3.51984 -9.55262 0.18156
*
```

Entry from the Open Molecules 2025 dataset: a structure of composition C9H20NO7S2 at a distorted geometry (wB97M-V/def2-TZVPD).

Computed properties:
Electronic energy = -1732.6436 Eh
HOMO-LUMO gap = 0.3141 hartree
E_HOMO = -5.8 eV
LUMO level = 2.79 eV

Structure (ORCA input):
```
! RIJCOSX wB97M-V def2-TZVPD def2/J DEFGRID3
* xyz -1 1
C 0.79225 -0.30121 3.14133
O -0.15294 0.55127 2.53674
C 0.32521 1.81882 2.19204
C 1.09362 1.88443 0.87271
C 0.27730 2.40436 -0.29220
C -0.61966 1.36914 -1.00614
C -2.07500 1.37516 -0.53744
C -2.44332 0.14001 0.27062
C -2.45631 -1.16921 -0.53750
S -1.27630 -2.43107 -0.05591
O -1.68038 -3.63353 -0.71790
O -1.35397 -2.49823 1.37188
N 0.19708 -1.92642 -0.44412
S 0.57115 -2.27429 -1.96259
O -0.35477 -1.77294 -2.95044
O 1.01007 -3.61414 -2.17014
C 2.04896 -1.24600 -2.16968
O 3.16474 -1.94021 -1.66538
O 3.91811 -1.07420 -0.81725
H 0.70297 -1.26516 2.67420
H 0.60555 -0.38962 4.20590
H 1.81051 0.03671 2.98355
H 1.00494 2.15145 2.97724
H -0.49695 2.51904 2.20154
H 1.91124 2.57944 1.04112
H 1.55681 0.94155 0.66001
H -0.32602 3.25385 0.00398
H 0.95996 2.76792 -1.04951
H -0.61468 1.65383 -2.04946
H -0.21162 0.37710 -0.96786
H -2.73374 1.43659 -1.39198
H -2.20259 2.27278 0.05603
H -1.84845 0.05716 1.16398
H -3.46176 0.27630 0.61199
H -2.33804 -0.99628 -1.59887
H -3.40369 -1.65193 -0.39080
H 1.90190 -0.33019 -1.62641
H 2.16251 -1.09124 -3.23193
H 4.03532 -0.26104 -1.33131
*
```

Entry from the Open Molecules 2025 dataset: a structure of composition C39H55AsF6Ge2N3O2PS4SiY at a distorted geometry (wB97M-V/def2-TZVPD).

Computed properties:
Electronic energy = -11084.9760 Eh
HOMO-LUMO gap = 0.2518 hartree
E_HOMO = -5.0 eV
Energy relative to the best compared isomer or geometry (same formula, charge and spin) = 356.2 kJ/mol
LUMO level = 1.88 eV

Structure (ORCA input):
```
! RIJCOSX wB97M-V def2-TZVPD def2/J DEFGRID3
* xyz -1 1
Y -0.84609 -0.42389 -0.61256
C 1.20963 3.67913 5.14131
C 0.66490 4.19393 3.82847
O -0.17773 3.17810 3.27057
P -0.25764 2.85962 1.70143
S -1.13266 1.04947 1.70031
S 1.39863 3.15073 0.71579
O -1.39324 3.93271 1.28108
C -1.66578 4.15830 -0.11156
C -2.90432 5.01932 -0.21687
H 1.79101 4.46392 5.63319
H 1.85342 2.81587 4.96853
H 0.39497 3.37810 5.80335
H 1.47170 4.42081 3.13285
H 0.06490 5.09468 3.97119
H -1.82202 3.20552 -0.62503
H -0.79650 4.64623 -0.56044
H -3.75388 4.51413 0.24660
H -3.14201 5.19384 -1.27007
H -2.75483 5.98007 0.28179
C 1.76111 -4.84891 2.56475
C 0.56819 -4.26934 1.79862
Ge 0.37925 -2.28908 1.60447
C 1.02335 -1.26915 3.18987
C 2.23618 -1.85007 3.92552
C 2.01452 -2.11886 0.48272
C 2.61052 -1.53577 -0.56445
Ge 1.57969 -0.25997 -1.73560
C 1.22774 -1.21268 -3.48352
C 2.27950 -1.44920 -4.57569
C 2.71831 1.37249 -1.93602
C 3.77168 1.54760 -3.03828
C 4.04806 -1.90031 -0.83340
C 4.87071 -2.53377 0.10925
C 6.17812 -2.88405 -0.18782
C 6.71715 -2.60738 -1.43898
C 5.92855 -1.96530 -2.38088
C 4.61921 -1.61609 -2.07279
H 1.82248 -5.92717 2.39617
H 1.66477 -4.68745 3.63911
H 2.71644 -4.42035 2.25561
H -0.34525 -4.66962 2.24024
H 0.57600 -4.62028 0.76194
H 0.19820 -1.12697 3.88777
H 1.26558 -0.27979 2.80038
H 2.00662 -2.80777 4.39371
H 2.56166 -1.16977 4.71700
H 3.08490 -2.00095 3.25215
H 2.61735 -2.83546 1.04176
H 0.39493 -0.65669 -3.92028
H 0.81554 -2.17574 -3.17086
H 2.79142 -0.52729 -4.86137
H 1.80192 -1.84658 -5.47790
H 3.03530 -2.17402 -4.26750
H 3.18310 1.50403 -0.95364
H 1.98068 2.16966 -2.02338
H 4.64640 0.91535 -2.88186
H 4.13336 2.58330 -3.05256
H 3.36882 1.32945 -4.03045
H 4.49678 -2.75002 1.10229
H 6.78436 -3.37631 0.56496
H 7.73917 -2.88389 -1.67052
H 6.32721 -1.73123 -3.36211
H 4.00934 -1.11884 -2.81155
S -1.24242 -5.10874 -2.21736
C -1.03343 -3.66748 -1.54692
N -0.86046 -2.62011 -1.03302
C -2.26797 -1.98676 6.53799
C -1.63688 -3.06765 5.93204
C -1.58809 -3.15385 4.54775
C -2.16830 -2.16594 3.74173
C -2.80080 -1.08850 4.36839
C -2.85245 -1.00032 5.75534
Si -2.07945 -2.22119 1.86565
C -3.20278 -3.57890 1.22799
C -4.49185 -3.16221 0.87104
C -5.42988 -4.06231 0.38562
C -5.09764 -5.40336 0.24722
C -3.83162 -5.83790 0.61207
C -2.89439 -4.93482 1.09630
H -2.30088 -1.91405 7.61917
H -1.17906 -3.84044 6.53968
H -1.08371 -3.99900 4.08951
H -3.23961 -0.30083 3.76398
H -3.34319 -0.15436 6.22337
H -2.75683 -0.97647 1.44540
H -4.76501 -2.11643 0.96195
H -6.41351 -3.70872 0.09848
H -5.81782 -6.10483 -0.15747
H -3.56280 -6.88180 0.50165
H -1.91233 -5.30590 1.35202
F -2.75046 1.03250 -1.06183
As -3.59626 -0.06654 -2.20437
F -3.30414 -1.27579 -0.97443
F -5.06283 0.35406 -1.43477
F -4.38979 -1.16501 -3.22849
F -3.72595 1.20205 -3.31371
F -2.04211 -0.60728 -2.84238
C 0.62746 6.73830 -2.43342
C -0.07333 5.77717 -3.33942
C -0.81438 6.12238 -4.42545
C -1.41751 5.07557 -5.17005
N -1.34539 3.80957 -4.82683
C -0.65585 3.45750 -3.70579
S -0.57926 1.94135 -3.05378
N 0.02994 4.46766 -3.04020
C -2.21097 5.38637 -6.40456
H 0.57478 7.74840 -2.83192
H 1.67353 6.45448 -2.30706
H 0.15910 6.72146 -1.44599
H -0.93861 7.15941 -4.70461
H 0.55444 4.16262 -2.22589
H -2.07949 6.41869 -6.72846
H -3.26906 5.20691 -6.19848
H -1.92206 4.70466 -7.20454
*
```